No. 1
This record from OMol25 describes one molecule with the formula C3H5NS at a distorted geometry. The level of theory is the ωB97M-V functional and the def2-TZVPD basis.

```
10
Properties=species:S:1:pos:R:3
C -0.08 -2.20 -0.18
N -0.24 -0.99 0.14
C -0.87 0.08 -0.08
C -0.32 1.44 -0.12
S -2.84 -0.08 0.02
H 0.39 -2.86 0.53
H -0.38 -2.59 -1.15
H -1.03 2.11 -0.61
H -0.17 1.80 0.90
H 0.64 1.46 -0.64
```

Results
2S+1: 1
Frontier orbital gap in Eh: 0.26748
SMILES string: C=NC(C)=S
ΔE to the lowest compared entry with this formula, charge and spin in kcal per mole: 44.8
Total energy in a.u.: -570.16315
Charge: 0
E_HOMO in eV: -7.9

---

No. 2
This record from OMol25 describes one molecule with the formula C4H5NO at a distorted geometry. The level of theory is the ωB97M-V functional and the def2-TZVPD basis.

```
11
Properties=species:S:1:pos:R:3
C 1.54 -0.65 0.00
C 0.27 0.17 0.04
C -0.66 0.16 1.02
O -1.88 0.52 0.62
C -1.59 0.83 -0.94
N -0.37 0.60 -1.19
H 1.89 -0.56 -1.02
H 1.33 -1.72 0.19
H 2.37 -0.38 0.66
H -0.39 -0.11 2.05
H -2.51 1.17 -1.42
```

Results
2S+1: 1
Frontier orbital gap in Eh: 0.36530
SMILES string: Cc1cocn1
ΔE to the lowest compared entry with this formula, charge and spin in kcal per mole: 33.7
Total energy in a.u.: -285.36092
Charge: 0
E_HOMO in eV: -8.9

---

Among the records above, which one has the highest E_HOMO?
C3H5NS